13
Properties=species:S:1:pos:R:3 method="wB97M-V/def2-TZVPD" charge=0 orbital_gap_ev=9.26 total_energy_ev=-27617.3993 de_lowest_kj_mol=126.4 homo_ev=-8.7674 smiles=C[C@@H]1C[C@H]1SCl
C -0.567 1.099 0.167
C 0.576 0.216 -0.475
C 0.369 -1.223 -0.393
C 1.381 -0.655 0.535
S 3.088 -1.064 0.034
Cl 3.604 0.843 -0.047
H -1.232 0.605 0.928
H -1.300 1.334 -0.739
H -0.089 2.056 0.508
H 1.116 0.706 -1.250
H -0.537 -1.794 -0.128
H 0.727 -1.680 -1.367
H 1.317 -0.687 1.556

---

70
Properties=species:S:1:pos:R:3 method="wB97M-V/def2-TZVPD" charge=-2 orbital_gap_ev="5.21 / 5.08" total_energy_ev=-391993.2712 multiplicity=6 de_lowest_kj_mol=116.2 homo_ev="-1.3602 / -1.3279"
Ru -0.845 0.517 0.627
C -3.986 5.167 1.150
C -3.680 3.789 1.671
C -4.603 3.006 2.337
C -4.278 1.722 2.756
C -2.992 1.301 2.496
Br -2.457 -0.479 2.880
N -2.069 2.032 1.899
C -2.403 3.251 1.481
H -5.052 5.383 1.228
H -3.663 5.257 0.112
H -3.426 5.926 1.699
H -5.599 3.394 2.527
H -4.987 1.071 3.244
H -1.636 3.825 0.962
Se -0.631 5.952 -0.556
Sb 1.171 4.415 -1.210
Se 0.453 2.173 -0.068
Se 3.230 5.041 0.035
Se 1.573 4.185 -3.611
N -0.005 -1.252 0.065
P 1.504 -1.352 0.495
C 2.734 -0.329 -0.353
C 2.509 -0.092 -1.711
C 3.294 0.817 -2.399
C 4.304 1.504 -1.735
C 4.566 1.237 -0.401
C 3.783 0.318 0.291
C 2.112 -3.063 0.146
C 3.392 -3.355 -0.314
C 3.738 -4.654 -0.673
C 2.806 -5.676 -0.575
C 1.525 -5.398 -0.110
C 1.181 -4.099 0.240
C 1.906 -1.156 2.285
C 1.780 0.086 2.909
C 2.007 0.224 4.272
C 2.359 -0.879 5.041
C 2.492 -2.119 4.434
C 2.268 -2.254 3.067
H 1.661 -0.563 -2.194
H 3.073 1.059 -3.429
H 4.841 2.292 -2.246
H 5.329 1.799 0.122
H 3.956 0.155 1.347
H 4.125 -2.560 -0.393
H 4.736 -4.862 -1.042
H 3.071 -6.685 -0.871
H 0.790 -6.191 -0.034
H 0.177 -3.861 0.572
H 1.531 0.965 2.322
H 1.913 1.202 4.726
H 2.533 -0.770 6.105
H 2.774 -2.985 5.020
H 2.375 -3.229 2.611
O -3.484 -1.438 -0.140
C -3.145 -0.699 -1.049
N -2.604 0.563 -0.932
C -2.447 1.101 -2.221
O -2.129 2.218 -2.534
C -2.833 0.024 -3.227
C -2.779 0.021 -4.605
C -3.227 -1.129 -5.255
C -3.726 -2.213 -4.531
C -3.769 -2.186 -3.138
C -3.296 -1.051 -2.513
H -2.395 0.881 -5.140
H -3.187 -1.186 -6.337
H -4.082 -3.088 -5.062
H -4.156 -3.019 -2.564

---

156
Properties=species:S:1:pos:R:3 method="wB97M-V/def2-TZVPD" charge=0 orbital_gap_ev=9.03 total_energy_ev=-75437.4110 de_lowest_kj_mol=293.2 homo_ev=-8.6456 smiles=COC[C@H](C)N.COC[C@H](C)N.COC[C@H](C)N.COC[C@H](C)N.COC[C@H](C)N.COC[C@H](C)N.COC[C@H](C)N.COC[C@H](C)N.OCCO.OCCO
C 6.059 -1.709 3.129
O 5.592 -0.685 2.281
C 4.436 -0.049 2.812
C 4.531 1.373 2.430
C 5.685 2.039 3.170
N 3.278 2.132 2.748
H 7.105 -2.078 2.892
H 5.447 -2.681 3.052
H 6.047 -1.445 4.187
H 3.540 -0.472 2.312
H 4.308 -0.177 3.864
H 4.839 1.360 1.338
H 5.786 3.078 2.834
H 6.588 1.505 2.933
H 5.455 2.120 4.286
H 2.507 1.815 2.141
H 3.410 3.103 2.499
C 1.661 -1.701 4.671
O 1.896 -0.630 5.457
C 0.964 0.339 5.399
C 1.138 1.327 6.608
C 0.106 2.454 6.427
N 2.430 1.929 6.857
H 2.439 -2.434 4.794
H 1.496 -1.453 3.625
H 0.804 -2.163 5.209
H 1.064 0.835 4.426
H -0.042 -0.107 5.353
H 0.844 0.757 7.467
H 0.390 3.255 5.770
H -0.119 2.942 7.380
H -0.875 2.093 6.029
H 3.070 1.289 7.220
H 2.882 2.456 6.132
C 0.473 5.929 4.216
O -0.404 4.884 3.726
C 0.075 4.139 2.660
C -1.113 3.273 2.158
C -1.402 2.179 3.109
N -0.888 2.675 0.836
H -0.073 6.921 4.046
H 1.479 5.905 3.732
H 0.620 5.786 5.304
H 0.379 4.773 1.844
H 0.869 3.493 3.003
H -1.967 3.936 2.139
H -2.246 1.624 2.696
H -1.644 2.516 4.091
H -0.518 1.528 3.226
H -1.804 2.268 0.503
H -0.636 3.381 0.171
C -0.490 -6.560 -2.978
O 0.228 -5.305 -2.965
C 1.266 -5.264 -1.983
C 2.427 -4.428 -2.538
C 2.823 -4.912 -3.988
N 3.587 -4.410 -1.702
H -1.070 -6.747 -2.069
H 0.307 -7.329 -3.128
H -1.166 -6.478 -3.842
H 0.882 -4.734 -1.086
H 1.557 -6.296 -1.576
H 2.169 -3.335 -2.615
H 3.517 -5.745 -3.857
H 3.396 -4.216 -4.527
H 1.986 -5.244 -4.570
H 3.439 -4.213 -0.724
H 4.022 -5.349 -1.584
C 1.071 4.401 -2.103
O -0.110 4.862 -1.424
C -1.196 5.391 -2.091
C -2.133 4.297 -2.625
C -1.561 3.635 -3.919
N -3.494 4.825 -2.762
H 1.092 3.365 -2.354
H 1.912 4.615 -1.485
H 1.257 4.991 -3.020
H -1.684 6.032 -1.282
H -0.849 5.990 -2.967
H -2.066 3.503 -1.836
H -0.654 3.167 -3.585
H -1.410 4.315 -4.776
H -2.277 2.848 -4.170
H -3.955 4.951 -1.863
H -3.528 5.764 -3.240
C -2.404 -3.242 -3.447
O -1.454 -2.149 -3.634
C -0.617 -2.338 -4.758
C 0.136 -0.938 -4.974
C -0.855 0.138 -5.369
N 1.262 -1.116 -5.897
H -1.796 -4.122 -3.192
H -2.960 -3.359 -4.316
H -3.126 -2.955 -2.609
H 0.116 -3.070 -4.597
H -1.262 -2.487 -5.679
H 0.514 -0.717 -3.950
H -1.020 -0.089 -6.411
H -0.453 1.076 -5.123
H -1.807 0.065 -4.826
H 1.924 -1.783 -5.504
H 0.973 -1.549 -6.752
C -4.367 3.330 0.156
O -3.786 2.280 -0.493
C -4.564 1.082 -0.453
C -3.934 -0.054 -1.245
C -3.686 0.329 -2.695
N -4.815 -1.250 -1.231
H -5.399 3.588 -0.212
H -3.712 4.214 0.108
H -4.377 3.204 1.262
H -4.665 0.904 0.631
H -5.615 1.177 -0.834
H -3.007 -0.298 -0.751
H -3.385 -0.479 -3.344
H -2.836 1.040 -2.848
H -4.573 0.811 -3.137
H -4.936 -1.497 -0.265
H -5.739 -1.023 -1.580
C -3.814 -4.708 -0.231
O -3.737 -3.511 0.428
C -2.683 -3.447 1.360
C -2.834 -4.224 2.656
C -4.377 -4.161 3.123
N -2.102 -3.479 3.720
H -3.968 -5.557 0.458
H -2.829 -5.016 -0.613
H -4.582 -4.658 -1.021
H -1.718 -3.671 0.906
H -2.691 -2.453 1.663
H -2.396 -5.226 2.486
H -4.448 -4.195 4.227
H -4.982 -4.929 2.645
H -4.781 -3.164 2.748
H -1.162 -3.344 3.360
H -1.993 -4.027 4.556
O 3.443 2.869 -3.432
C 3.046 1.580 -2.868
C 3.889 0.447 -3.471
O 3.799 0.352 -4.892
H 3.456 2.652 -4.359
H 3.289 1.674 -1.802
H 1.975 1.413 -2.928
H 3.745 -0.570 -2.969
H 4.938 0.714 -3.239
H 2.859 0.106 -5.109
O 1.347 0.853 0.613
C 0.464 -0.255 0.466
C -0.025 -0.303 -0.952
O -0.936 -1.360 -1.087
H 0.694 1.591 0.716
H 1.095 -1.239 0.658
H -0.401 -0.235 1.138
H 0.833 -0.419 -1.623
H -0.446 0.673 -1.289
H -0.997 -1.511 -2.034

---

84
Properties=species:S:1:pos:R:3 method="wB97M-V/def2-TZVPD" charge=+5 orbital_gap_ev="7.31 / 3.24" total_energy_ev=-54165.5361 multiplicity=2 homo_ev="-21.1174 / -21.1172"
C 15.386 7.435 12.703
C 14.139 8.027 13.305
O 13.137 8.062 12.617
N 13.985 8.348 14.814
H 13.369 7.679 15.253
H 14.894 8.205 15.230
C 13.526 9.843 15.069
H 15.733 6.560 13.252
H 16.164 8.188 12.828
H 15.283 7.193 11.645
H 13.241 9.980 16.112
H 12.702 10.001 14.374
H 14.329 10.501 14.737
C 9.746 17.147 14.296
C 11.023 16.341 14.357
O 12.037 16.672 13.737
N 11.026 15.095 15.207
H 10.133 15.025 15.673
H 11.013 14.297 14.587
C 12.111 15.046 16.287
H 9.018 16.556 13.741
H 10.012 18.030 13.716
H 9.170 17.520 15.143
H 12.786 14.450 15.673
H 11.683 14.478 17.113
H 12.508 16.025 16.552
C 14.226 13.535 11.695
C 14.868 14.173 13.010
N 15.662 13.203 13.765
C 16.487 12.157 13.213
C 17.101 11.503 14.274
N 16.697 12.104 15.432
C 15.848 13.173 15.121
C 17.087 11.726 16.813
H 13.549 12.702 11.882
H 15.038 13.126 11.093
H 13.688 14.270 11.097
H 14.100 14.540 13.690
H 15.530 15.010 12.789
H 16.556 11.934 12.159
H 17.726 10.628 14.372
H 15.390 13.778 15.889
H 17.036 12.522 17.556
H 18.134 11.453 16.685
H 16.535 10.884 17.231
C 10.187 7.466 15.374
C 9.605 7.312 13.969
N 8.629 8.350 13.679
C 7.444 8.108 12.977
C 6.856 9.325 12.675
N 7.590 10.308 13.229
C 8.649 9.693 13.966
C 7.381 11.721 13.145
H 10.649 8.451 15.447
H 10.975 6.717 15.449
H 9.527 7.144 16.180
H 9.053 6.380 13.847
H 10.433 7.375 13.262
H 7.218 7.112 12.626
H 5.969 9.645 12.149
H 9.474 10.225 14.417
H 6.342 11.928 13.403
H 7.409 12.129 12.134
H 8.029 12.322 13.784
C 10.804 9.752 10.830
C 12.243 10.035 10.341
N 12.339 11.021 9.273
C 11.743 12.261 9.262
C 12.110 12.919 8.108
N 12.985 12.076 7.467
C 13.024 10.859 8.088
C 13.650 12.392 6.220
H 10.232 10.626 11.142
H 10.872 9.054 11.664
H 10.300 9.324 9.964
H 12.747 9.133 9.993
H 12.941 10.363 11.112
H 11.094 12.495 10.093
H 11.869 13.890 7.700
H 13.654 10.032 7.794
H 13.216 13.262 5.727
H 13.491 11.730 5.368
H 14.719 12.582 6.314
Cl 11.152 12.270 13.473